Below is 2 unconnected molecules or ions with the total composition C4H7BrO, with properties calculated with the ωB97M-V functional and the def2-TZVPD basis.

Computed properties:
HOMO energy in eV: -9.292
E_LUMO in eV: 0.8
Net charge: 0
ΔE to the lowest compared entry with this formula, charge and spin in kcal/mol: 62.9
HOMO-LUMO gap in eV: 10.10
Multiplicity: 1
Structure (SMILES): CC#CBr.CO

Last column: natural (NBO) charge in e.
Geometry (Å):
C -0.141 -1.697 0.713  -0.021
C 1.017 -1.413 0.546  -0.207
C -1.500 -2.057 0.886  -0.683
C 0.492 2.041 -1.189  -0.250
O 1.249 2.333 -0.075  -0.706
Br 2.727 -1.139 0.163  0.197
H 0.706 2.738 0.513  0.453
H -1.609 -2.458 1.891  0.239
H -1.804 -2.845 0.167  0.238
H -2.176 -1.232 0.768  0.236
H 1.228 1.524 -1.794  0.184
H 0.086 2.897 -1.728  0.160
H -0.275 1.307 -0.862  0.160

Forces on atoms 1 to 3 (eV/Å):
1.9255 0.6666 -0.5381
-1.1247 -0.3652 0.0732
-1.0522 -1.2689 0.0601

Below is 2 unconnected molecules or ions with the total composition C4H7BrOS, with properties calculated with the ωB97M-V functional and the def2-TZVPD basis.

Computed properties:
HOMO energy (alpha / beta) in eV: -9.012 / -8.632
E_LUMO (alpha / beta) in eV: -0.7 / -1.4
Net charge: 0
ΔE to the lowest compared entry with this formula, charge and spin in kcal/mol: 97.1
HOMO-LUMO gap (alpha / beta) in eV: 8.28 / 7.24
Multiplicity: 1

Last column: natural (NBO) charge in e.
Geometry (Å):
C -0.950 0.941 0.889  -0.373
C -2.192 0.965 0.590  0.016
C 0.882 0.501 -0.878  -0.594
C 0.186 -0.036 0.391  -0.404
O -1.410 2.267 -2.378  -0.820
S -1.236 3.518 -1.370  0.330
Br -3.220 -0.253 -0.394  0.077
H -0.503 1.771 1.400  0.226
H 0.190 0.525 -1.676  0.206
H 1.667 -0.193 -1.101  0.209
H 1.310 1.363 -0.701  0.199
H 0.792 -0.125 1.346  0.218
H -0.377 -0.982 0.127  0.213
H -0.657 2.143 -3.072  0.496

Forces on atoms 1 to 3 (eV/Å):
2.8892 -0.3184 -0.6567
-1.7950 -0.7693 -0.6268
-1.4708 -4.6132 1.2866

Below is a single C4H7Cl2NO molecule, with properties calculated with the ωB97M-V functional and the def2-TZVPD basis.

Computed properties:
HOMO energy in eV: -10.020
E_LUMO in eV: 0.7
Net charge: 0
ΔE to the lowest compared entry with this formula, charge and spin in kcal/mol: 41.6
HOMO-LUMO gap in eV: 10.77
Multiplicity: 1
Structure (SMILES): OC[C@@]1(C(Cl)Cl)CN1

Last column: natural (NBO) charge in e.
Geometry (Å):
C -1.110 -0.470 -0.636  -0.078
C 0.064 0.269 0.086  -0.029
C 0.295 1.709 0.137  -0.238
C 1.290 -0.603 -0.302  -0.187
H -1.131 -1.779 0.819  0.473
H -1.850 0.177 -1.078  0.193
H -0.721 -1.043 -1.428  0.175
H -0.537 2.424 -0.176  0.210
H 1.330 2.100 0.148  0.227
H -1.025 0.823 1.655  0.386
H 1.333 -0.959 -1.396  0.241
N -0.033 0.933 1.348  -0.585
O -1.967 -1.294 0.254  -0.718
Cl 2.827 0.024 0.063  0.043
Cl 1.236 -2.312 0.506  -0.112

Forces on atoms 1 to 3 (eV/Å):
-2.0838 1.0060 2.0303
0.5342 -2.4367 -2.4048
-1.9684 2.1537 0.3801

Below is a single C4H7Cl2NS molecule, with properties calculated with the ωB97M-V functional and the def2-TZVPD basis.

Computed properties:
HOMO energy in eV: -9.294
E_LUMO in eV: -0.8
Net charge: 0
ΔE to the lowest compared entry with this formula, charge and spin in kcal/mol: 45.6
HOMO-LUMO gap in eV: 8.44
Multiplicity: 1

Last column: natural (NBO) charge in e.
Geometry (Å):
C 0.677 0.070 0.232  -0.167
C 1.944 0.386 0.100  -0.202
C -1.861 -0.019 0.084  -0.593
C -0.526 0.630 -0.436  -0.444
N 4.254 0.908 1.265  -0.896
S 3.315 -0.518 0.901  0.930
Cl 2.490 1.683 -1.006  0.016
Cl 4.184 -1.383 -0.931  -0.283
H 0.440 -0.769 0.853  0.218
H -2.229 -0.833 -0.457  0.214
H -2.515 0.794 0.181  0.217
H -1.759 -0.328 1.224  0.194
H -0.532 1.668 -0.113  0.230
H -0.417 0.494 -1.464  0.233
H 4.649 0.654 2.151  0.333

Forces on atoms 1 to 3 (eV/Å):
-0.0586 -1.0979 0.0855
1.6529 0.6038 -1.4249
2.5251 0.7827 3.3197

Below is a single C4H7Cl2NSi molecule, with properties calculated with the ωB97M-V functional and the def2-TZVPD basis.

Computed properties:
HOMO energy in eV: -11.145
E_LUMO in eV: 0.4
Net charge: 0
ΔE to the lowest compared entry with this formula, charge and spin in kcal/mol: 0.0
HOMO-LUMO gap in eV: 11.55
Multiplicity: 1
Structure (SMILES): C[Si](Cl)(Cl)CCC#N

Last column: natural (NBO) charge in e.
Geometry (Å):
N -0.650 -2.447 -2.941  -0.310
Cl -0.245 -0.236 2.866  -0.369
Cl 2.775 0.510 1.454  -0.381
C -0.839 -1.808 -2.005  0.282
C -0.877 -0.980 -0.862  -0.518
C 0.031 2.072 0.617  -1.159
C 0.437 -0.919 -0.113  -0.904
Si 0.683 0.407 1.142  1.565
H -1.709 -1.288 -0.227  0.258
H -1.051 0.038 -1.254  0.247
H 0.589 2.618 -0.194  0.268
H -1.045 1.842 0.317  0.244
H -0.034 2.750 1.446  0.261
H 1.296 -0.752 -0.748  0.258
H 0.638 -1.808 0.501  0.257

Forces on atoms 1 to 3 (eV/Å):
-0.2888 0.0001 0.0482
0.0720 0.2410 -0.0337
-1.0050 -0.0820 -0.0239

Below is a molecular structure, C4H7Cl3NO, with properties calculated with the ωB97M-V functional and the def2-TZVPD basis.

Computed properties:
HOMO energy (alpha / beta) in eV: -9.665 / -14.976
E_LUMO (alpha / beta) in eV: -3.2 / -7.4
Net charge: +1
HOMO-LUMO gap (alpha / beta) in eV: 6.42 / 7.60
Multiplicity: 3
<S²>: 2.01

Last column: natural (NBO) charge in e.
Geometry (Å):
C -1.480 0.048 0.833  -0.265
C -1.448 -0.675 -0.503  -0.127
C 0.701 -0.627 0.107  0.196
C 1.915 0.604 -0.938  -0.246
N 0.018 0.211 1.018  -0.613
O -0.191 -1.232 -0.678  -0.369
Cl 1.371 2.179 -0.461  0.089
Cl 3.489 0.264 -0.322  0.138
Cl 1.777 0.342 -2.704  0.089
H -2.061 0.970 0.910  0.253
H -1.882 -0.609 1.614  0.238
H -2.244 -1.457 -0.501  0.244
H -1.727 -0.005 -1.319  0.219
H 1.308 -1.536 0.484  0.256
H 0.050 1.211 0.523  0.439
H 0.405 0.311 1.937  0.460

Forces on atoms 1 to 3 (eV/Å):
-0.4026 -1.7785 1.2879
-3.3560 0.1908 -0.5895
-0.9439 -7.2763 3.8916

Below is a molecular structure, C4H7Cl5OP, with properties calculated with the ωB97M-V functional and the def2-TZVPD basis.

Computed properties:
HOMO energy in eV: -14.836
E_LUMO in eV: -3.9
Net charge: +1
HOMO-LUMO gap in eV: 10.98
Multiplicity: 1

Last column: natural (NBO) charge in e.
Geometry (Å):
C -1.418 -0.991 0.219  -0.677
C 1.037 -1.275 0.155  -0.636
C -0.176 -0.195 -0.078  -0.320
C -0.008 0.413 -1.582  -0.148
O 1.224 2.175 0.813  -0.987
P -0.013 1.280 1.174  1.679
Cl -1.207 1.652 -1.903  0.065
Cl 1.565 1.143 -1.778  0.101
Cl -0.356 -0.770 -2.841  0.093
Cl 0.487 0.387 2.814  -0.122
Cl -1.565 2.376 1.597  -0.063
H -2.424 -0.415 0.300  0.243
H -1.374 -1.357 1.173  0.239
H -1.624 -1.718 -0.603  0.274
H 1.054 -1.789 1.118  0.250
H 2.047 -0.809 0.097  0.231
H 1.022 -2.008 -0.632  0.258
H 1.730 1.898 -0.044  0.522

Forces on atoms 1 to 3 (eV/Å):
-3.3379 2.0968 -2.7973
0.7656 2.0440 0.2328
1.8256 -0.2376 -0.4160

Below is a single C4H7ClFNO molecule, with properties calculated with the ωB97M-V functional and the def2-TZVPD basis.

Computed properties:
HOMO energy in eV: -9.223
E_LUMO in eV: 0.7
Net charge: 0
ΔE to the lowest compared entry with this formula, charge and spin in kcal/mol: 20.9
HOMO-LUMO gap in eV: 9.93
Multiplicity: 1
Structure (SMILES): C[C@@]1(N)[C@@H](O)[C@]1(F)Cl

Last column: natural (NBO) charge in e.
Geometry (Å):
C 1.188 0.164 0.908  -0.631
C -0.096 0.432 0.078  0.048
C -0.239 -0.720 -0.960  0.040
C -1.096 -0.621 0.244  0.294
H 1.448 -0.915 0.895  0.236
H 0.942 0.445 1.936  0.219
H 2.059 0.741 0.647  0.224
H -1.253 1.702 -0.803  0.372
H -0.269 2.421 0.352  0.371
H -0.704 -0.335 -1.888  0.176
H 1.493 -1.533 -1.182  0.479
N -0.329 1.759 -0.399  -0.807
O 0.595 -1.766 -1.033  -0.676
F -0.955 -1.487 1.274  -0.312
Cl -2.785 -0.285 -0.068  -0.032

Forces on atoms 1 to 3 (eV/Å):
-1.2152 -0.1111 0.8857
3.3324 -0.8367 -0.4519
-1.1329 1.8210 -0.3527

Below is a gas-phase ion, C4H7ClN (charge +1), with properties calculated with the ωB97M-V functional and the def2-TZVPD basis.

Computed properties:
HOMO energy in eV: -15.916
E_LUMO in eV: -4.9
Net charge: +1
ΔE to the lowest compared entry with this formula, charge and spin in kcal/mol: 50.6
HOMO-LUMO gap in eV: 11.05
Multiplicity: 1
Structure (SMILES): CC=[N+]=C(C)Cl

Last column: natural (NBO) charge in e.
Geometry (Å):
C 0.444 -0.451 1.081  0.298
C 0.639 0.818 -0.980  0.343
C 0.032 -1.830 1.331  -0.695
C -0.839 1.576 -1.414  -0.539
N 0.657 0.174 0.045  -0.341
Cl 1.874 0.902 -2.161  0.158
H 0.516 0.281 2.015  0.237
H -0.992 -1.845 1.712  0.287
H 0.572 -2.263 2.147  0.285
H 0.114 -2.340 0.360  0.253
H -0.581 2.598 -1.191  0.255
H -1.577 1.211 -0.637  0.231
H -0.858 1.168 -2.308  0.228

Forces on atoms 1 to 3 (eV/Å):
-0.1598 2.2530 4.9507
-2.7701 2.4766 -3.3918
-0.5056 -0.0506 -1.5969

Below is a single C4H7ClN2 molecule, with properties calculated with the ωB97M-V functional and the def2-TZVPD basis.

Computed properties:
HOMO energy (alpha / beta) in eV: -6.910 / -8.587
E_LUMO (alpha / beta) in eV: -0.7 / 0.8
Net charge: 0
ΔE to the lowest compared entry with this formula, charge and spin in kcal/mol: 162.7
HOMO-LUMO gap (alpha / beta) in eV: 6.22 / 9.40
Multiplicity: 1

Last column: natural (NBO) charge in e.
Geometry (Å):
C 0.200 -1.989 0.801  -0.383
C 1.165 -2.129 -0.021  0.045
C -1.083 -0.916 0.567  -0.223
C 0.557 2.189 -0.478  -0.486
N -0.627 0.079 -0.267  -0.361
N 0.280 0.882 0.092  -0.255
Cl 1.403 -1.710 -1.694  0.002
H 0.310 -2.328 1.889  0.245
H -2.019 -1.311 0.139  0.221
H -1.381 -0.608 1.673  0.217
H 0.459 2.378 -1.545  0.186
H 0.087 3.006 0.157  0.206
H 1.536 2.324 -0.001  0.232
H -0.885 0.132 -1.310  0.353

Forces on atoms 1 to 3 (eV/Å):
-2.3073 0.8680 2.6279
1.1532 -0.3410 -2.1673
0.2372 -1.9240 2.4176

Ordered DFT total energy results: -2805.755493, -3203.859214, -1206.902848, -1529.822728, -1421.361479, -1666.668604, -2873.946912, -846.609672, -671.220291, -726.081327; unit Ha.